Record 1
DFT (ωB97M-V/def2-TZVPD) results for C18H29ClN2 as an isolated structure.

Calculated values
Orbital gap, eV: 8.6
Lowest unoccupied orbital energy, eV: 0.70
ΔE to the lowest compared entry with this formula, charge and spin, kJ/mol: 1844.8
Highest occupied orbital energy, Ha: -0.289
Spin multiplicity: 1

XYZ file:
```
50
Properties=species:S:1:pos:R:3:forces:R:3
C 1.859 2.876 0.533 1.93 -1.10 -9.08
H 2.985 2.621 0.173 -2.45 0.59 0.90
H 1.884 2.937 1.506 -0.60 -0.34 5.35
H 1.656 3.860 0.092 -0.02 -0.07 0.23
C 0.837 1.729 -0.342 -4.12 14.97 6.52
C -0.665 2.282 0.165 2.56 -2.23 -8.31
H -0.857 3.242 -0.118 0.08 3.05 -1.72
H -1.358 1.716 -0.452 -0.39 -0.09 0.95
H -0.826 2.428 1.094 -0.69 -0.67 6.96
H 1.000 1.876 -1.283 0.95 0.32 -5.52
C 0.999 0.668 0.333 2.21 -13.53 3.86
C 2.415 0.211 0.087 6.53 -5.28 1.81
C 3.147 -0.173 -1.173 -7.82 4.37 6.29
C 4.483 -0.230 -1.145 1.23 -1.44 -8.74
C 5.202 -0.563 -0.168 1.27 -0.30 9.33
C 4.564 -0.484 1.339 6.16 -1.18 -6.63
C 3.330 -0.285 1.369 -9.38 3.98 0.19
H 2.810 -0.102 2.378 0.67 -0.44 -1.44
H 5.331 -0.526 2.033 0.76 -0.46 1.80
Cl 6.859 -0.910 -0.067 0.90 -0.13 -0.69
H 4.875 -0.400 -2.246 -0.03 0.71 2.18
H 2.427 0.281 -1.797 0.44 -0.25 -2.77
C 0.224 -0.490 -0.369 1.48 -1.00 -4.25
H 0.742 -1.482 -0.229 -0.29 1.36 -0.35
C -1.166 -0.723 -0.086 7.33 -8.77 13.58
N -2.117 -0.205 -0.623 -10.74 3.30 -9.75
H -2.239 -0.814 -1.547 -0.08 2.26 1.70
C -3.487 -0.052 -0.050 1.76 -7.53 0.47
C -4.504 0.691 -0.709 2.05 1.28 -6.31
C -5.782 0.748 -0.132 -4.95 6.57 -0.49
N -6.401 -0.425 -0.227 -1.82 -5.46 2.06
C -7.820 -0.519 0.135 4.11 1.34 5.02
H -8.179 -1.457 0.235 -0.80 -3.37 -0.80
H -7.920 -0.244 1.269 0.01 0.38 -1.50
H -8.389 0.087 -0.402 -2.48 2.61 -2.51
C -5.576 -1.232 0.675 -1.28 -6.77 -0.96
C -4.189 -1.576 -0.115 1.82 5.52 16.95
H -3.640 -2.250 0.944 -1.18 1.42 -4.06
H -4.308 -1.955 -0.933 -1.07 -4.44 -9.11
H -6.229 -2.281 0.748 1.84 2.02 -0.38
H -5.464 -1.151 1.842 -0.06 1.41 -2.10
H -6.596 1.510 -0.566 2.25 -0.74 -0.34
H -5.848 1.176 0.843 0.76 0.19 1.67
H -4.034 1.583 -0.823 0.64 3.72 -0.31
H -4.611 0.417 -1.916 0.30 0.02 3.06
H -3.254 0.121 0.986 -0.59 0.59 0.60
H -1.145 -0.630 1.224 -0.64 0.48 -3.01
H -1.181 -2.132 0.232 -0.45 2.79 -1.43
H 0.142 -0.224 -1.575 1.02 -0.81 2.51
H 0.664 0.504 1.427 0.89 1.15 -1.44
```
Positions in Å, forces in eV/Å.

---

Record 2
DFT (ωB97M-V/def2-TZVPD) results for C12H13BrCaO2 as an isolated structure.

Calculated values
Orbital gap, eV: 5.4
Lowest unoccupied orbital energy, eV: 5.64
ΔE to the lowest compared entry with this formula, charge and spin, kJ/mol: 297.7
Highest occupied orbital energy, Ha: 0.010
Spin multiplicity: 1
Charge: -2

XYZ file:
```
29
Properties=species:S:1:pos:R:3:forces:R:3
C -1.233 -0.782 -1.874 -0.85 -0.34 0.45
C -1.282 -1.794 -0.858 -1.04 0.47 -0.17
C -1.994 -1.249 0.276 -1.44 -0.10 -1.18
H -0.753 -2.759 -0.874 -0.36 0.63 0.00
C -2.387 0.095 -0.053 -0.95 -0.97 -1.01
C -1.914 0.384 -1.387 -0.55 -0.69 0.56
H -1.976 1.369 -1.872 0.04 -0.65 0.22
H -0.688 -0.863 -2.823 -0.32 0.08 0.53
H -2.120 -1.724 1.254 0.10 0.23 -0.55
H -2.915 0.792 0.611 0.45 -0.41 -0.36
Ca -0.032 -0.003 0.207 0.98 1.00 0.14
Br 0.852 -1.934 1.637 1.13 -2.51 1.31
C 2.015 1.183 0.359 1.60 0.16 -1.14
C 1.201 1.968 -0.523 0.78 -0.47 -0.89
C 1.049 1.218 -1.758 0.51 0.69 0.78
H 0.681 2.905 -0.262 0.35 -0.65 -0.17
C 1.758 -0.013 -1.625 0.46 0.44 0.45
C 2.379 -0.034 -0.332 0.30 1.25 -0.31
H 2.953 -0.866 0.098 -0.44 0.58 -0.30
H 2.253 1.414 1.404 -0.18 -0.13 -0.77
H 0.398 1.519 -2.592 0.43 -0.24 0.46
H 1.755 -0.856 -2.332 0.02 0.55 0.33
C 0.130 -0.127 4.380 -1.61 0.35 -2.18
O -0.642 0.167 3.206 -1.72 0.21 1.43
C -0.211 1.146 2.323 1.27 1.48 0.64
O -1.072 1.936 1.951 -0.60 -0.34 0.16
H -0.457 0.296 5.178 0.20 0.11 0.85
H 1.102 0.301 4.278 0.93 0.25 0.12
H 0.121 -1.191 4.369 0.49 -0.96 0.63
```
Positions in Å, forces in eV/Å.

---

Record 3
DFT (ωB97M-V/def2-TZVPD) results for C26H42BCl14N2O8 as an isolated structure.

Calculated values
Orbital gap, eV: 9.0
Lowest unoccupied orbital energy, eV: 1.57
Highest occupied orbital energy, Ha: -0.273
Spin multiplicity: 1
Charge: -1

XYZ file:
```
93
Properties=species:S:1:pos:R:3:forces:R:3
O -0.743 -2.274 -1.750 -0.89 0.15 0.27
C -0.358 -1.342 -1.100 0.18 -0.48 0.05
O -1.057 -0.575 -0.317 -0.39 0.19 0.26
B -0.187 0.422 0.349 -0.27 0.45 -0.56
O 1.169 0.150 -0.201 -0.32 -0.27 0.10
C 1.114 -0.919 -0.981 -0.53 1.26 1.60
O 2.049 -1.497 -1.443 -2.98 4.65 4.54
O -0.285 0.332 1.803 0.26 -0.79 -0.07
C -0.740 1.458 2.307 0.60 0.80 -0.03
O -0.838 1.743 3.463 -0.35 -0.17 0.08
C -0.963 2.420 1.115 -0.48 0.07 -0.10
O -0.643 1.784 0.002 0.35 -0.34 0.23
O -1.376 3.538 1.188 0.01 0.37 0.18
C 4.748 1.255 -0.264 0.88 0.64 0.72
C 5.473 0.992 -1.567 -0.46 -0.05 -0.52
C 4.858 -0.164 -2.362 1.54 2.39 2.36
C 5.095 -1.440 -1.662 0.71 0.35 0.31
N 5.315 -2.453 -1.163 0.29 0.34 0.45
H 3.662 1.242 -0.335 -0.02 -0.34 -0.03
H 5.021 2.242 0.126 -0.08 0.10 -0.17
H 5.146 0.595 0.511 -0.57 -0.37 -0.02
H 6.522 0.747 -1.401 0.11 0.30 0.08
H 5.403 1.865 -2.223 0.21 0.06 0.08
H 5.244 -0.287 -3.377 1.24 1.41 1.15
H 3.789 -0.042 -2.550 0.36 0.73 0.97
C 2.804 3.991 -2.266 0.47 0.58 -0.50
C 2.107 3.984 -0.925 -1.16 -1.21 -0.48
C 1.042 5.082 -0.750 0.54 0.24 0.76
C -0.101 4.898 -1.645 0.19 0.24 -0.27
N -0.956 4.755 -2.399 0.11 0.00 0.15
H 3.380 3.093 -2.495 0.16 -0.03 0.53
H 3.477 4.855 -2.279 0.08 -0.11 -0.38
H 2.135 4.055 -3.128 -0.29 0.31 0.26
H 2.829 3.942 -0.112 -0.09 0.29 0.11
H 1.524 3.055 -0.894 0.22 -0.10 0.35
H 1.482 6.079 -0.837 -0.13 0.04 -0.51
H 0.671 5.089 0.278 -0.16 -0.31 -0.03
Cl -4.989 -3.921 -0.115 0.58 -0.36 0.12
C -3.192 -4.034 -0.331 0.19 0.25 0.00
C -2.471 -4.621 0.862 -0.78 -0.13 -0.03
Cl -2.936 -6.349 1.063 0.07 0.21 0.23
H -2.859 -3.010 -0.486 0.05 -0.03 -0.07
H -2.994 -4.605 -1.232 -0.18 0.00 -0.07
H -2.743 -4.051 1.748 0.03 -0.33 0.23
H -1.391 -4.623 0.759 0.00 0.16 -0.30
Cl -1.955 7.752 3.156 0.00 0.06 -0.17
C -2.856 6.232 2.940 0.02 -0.24 -0.47
C -2.471 5.197 3.964 -0.61 0.19 0.36
Cl -2.810 5.728 5.645 -0.19 0.14 0.14
H -2.660 5.824 1.946 0.45 0.07 0.08
H -3.921 6.455 2.906 0.02 0.11 0.56
H -1.418 4.948 3.991 -0.03 -0.18 -0.50
H -3.124 4.342 3.807 0.40 -0.27 -0.07
Cl -7.076 -0.079 0.466 -0.19 0.28 0.33
C -5.354 -0.549 0.377 -0.49 -0.25 -0.14
C -4.423 0.612 0.206 0.59 -0.28 0.06
Cl -4.513 1.377 -1.405 -0.07 0.06 0.40
H -5.384 -1.258 -0.441 0.67 0.11 -0.10
H -5.082 -1.082 1.287 -0.19 0.03 0.05
H -3.411 0.220 0.319 0.09 -0.06 -0.28
H -4.530 1.334 1.016 -0.35 0.28 -0.32
Cl 0.594 -3.136 1.759 -0.01 0.19 -0.03
C 2.218 -3.082 2.503 0.58 -0.47 -0.05
C 3.059 -1.983 1.888 -0.04 0.38 0.17
Cl 4.567 -1.794 2.841 0.05 -0.21 -0.09
H 2.660 -4.054 2.295 0.06 0.04 -0.06
H 2.134 -3.002 3.584 -0.28 0.30 -0.11
H 2.595 -1.001 1.945 -0.29 -0.14 -0.05
H 3.327 -2.196 0.856 0.09 -0.04 0.05
Cl 4.040 -1.616 -3.854 -3.25 -5.53 -4.84
C 3.000 -2.691 -2.846 0.57 -2.05 -1.74
C 1.537 -2.544 -3.240 0.64 -0.41 -0.66
Cl 1.182 -3.423 -4.757 -0.14 -0.18 -0.27
H 3.115 -2.299 -1.837 1.87 -2.18 -2.03
H 3.308 -3.730 -2.887 0.37 -0.10 -0.63
H 1.290 -1.496 -3.396 0.02 -0.22 -0.62
H 0.870 -2.871 -2.445 0.48 -0.79 -0.93
Cl 0.645 -1.902 5.547 -0.03 0.03 0.21
C -0.876 -1.499 4.693 0.14 0.09 0.52
C -2.039 -2.308 5.157 -0.43 -1.03 -0.17
Cl -1.808 -4.067 4.807 -0.08 0.17 -0.03
H -0.659 -1.687 3.648 -0.20 0.37 -0.12
H -1.107 -0.463 4.938 0.27 0.12 -0.45
H -2.924 -2.014 4.592 0.03 0.06 0.02
H -2.275 -2.264 6.216 0.26 0.27 0.03
Cl -3.303 -3.787 -5.689 -0.20 0.00 -0.13
C -2.270 -2.671 -4.798 0.74 0.64 0.52
C -2.973 -1.553 -4.077 -0.56 0.30 0.61
Cl -4.162 -2.143 -2.853 0.04 0.00 -0.46
H -1.566 -2.192 -5.479 -0.08 -0.21 -0.22
H -1.667 -3.229 -4.086 -0.16 -0.20 -0.05
H -3.479 -0.837 -4.721 -0.19 -0.29 -0.14
H -2.280 -0.975 -3.468 0.32 -0.18 -0.22
```
Positions in Å, forces in eV/Å.

---

Record 4
DFT (ωB97M-V/def2-TZVPD) results for a 2-piece molecular cluster, C6H10BrN2 overall.

Calculated values
Orbital gap, eV: 8.2
Lowest unoccupied orbital energy, eV: -4.14
ΔE to the lowest compared entry with this formula, charge and spin, kJ/mol: 315.5
Highest occupied orbital energy, Ha: -0.454
Spin multiplicity: 1
Charge: +1

XYZ file:
```
19
Properties=species:S:1:pos:R:3:forces:R:3
C 1.488 0.257 -0.629 -0.80 -0.58 -1.34
C 2.209 0.542 -1.764 1.22 2.23 0.84
C 0.068 0.541 -2.431 0.98 1.23 1.81
C 0.096 0.235 -1.057 0.75 -0.45 0.49
C -0.350 -1.153 1.955 2.75 0.99 -0.57
C -1.051 -0.182 -0.239 0.43 -3.87 -2.45
N 1.345 0.843 -2.789 -0.47 -1.76 2.05
N -1.053 -0.009 1.211 -1.17 -4.02 -0.38
Br -2.692 0.415 -1.045 -0.05 -0.20 0.58
H 1.940 0.020 0.319 -0.16 0.03 0.08
H 3.251 0.960 -1.747 -1.10 -1.06 -0.47
H -0.720 0.971 -2.987 -0.80 -0.37 -0.68
H -0.884 -1.931 2.461 -1.33 -0.12 -0.53
H 0.464 -1.588 1.299 -1.26 0.57 0.61
H 0.157 -0.637 2.744 0.52 0.26 0.65
H -1.075 -1.943 -0.106 -0.30 3.79 -0.74
H 1.604 1.251 -3.631 0.49 0.60 -1.66
H -2.050 -0.126 1.338 -0.52 0.37 0.98
H -0.761 0.858 1.534 0.81 2.35 0.71
```
Positions in Å, forces in eV/Å.

---

Record 5
DFT (ωB97M-V/def2-TZVPD) results for C18H27AuN2O6P2 as an isolated structure.

Calculated values
Orbital gap (alpha / beta), eV: 7.5 / 4.6
Lowest unoccupied orbital energy (alpha / beta), eV: -7.29 / -10.11
Highest occupied orbital energy (alpha / beta), Ha: -0.542 / -0.542
Spin multiplicity: 3
Charge: +2
<S²>: 2.049

XYZ file:
```
56
Properties=species:S:1:pos:R:3:forces:R:3
Au 0.267 -0.080 0.022 0.55 -0.18 0.05
P -0.024 -1.360 1.961 0.70 1.63 1.25
C -0.355 -2.994 1.382 -0.60 -0.60 -0.64
C -0.910 -3.134 0.086 -0.19 -0.19 -0.76
N -0.831 -2.051 -0.762 -0.21 0.05 0.07
C -1.287 -2.087 -2.009 0.04 0.39 0.25
C -1.943 -3.216 -2.497 -0.23 -0.41 -0.08
C -2.059 -4.340 -1.676 0.05 0.29 -0.15
C -1.527 -4.325 -0.395 0.30 0.18 0.45
C -1.109 -0.844 -2.877 -0.38 -0.17 0.59
P 0.270 0.214 -2.302 0.91 0.14 -0.84
H -1.582 -5.199 0.263 -0.03 0.34 -0.33
H -2.373 -3.179 -3.501 0.18 -0.21 0.33
H -2.564 -5.220 -2.046 -0.01 -0.06 0.02
H -0.961 -1.133 -3.928 -0.02 0.20 0.26
H -2.000 -0.195 -2.819 0.08 -0.40 -0.05
H 1.717 -3.712 0.850 0.80 -0.27 -0.24
H -0.366 -3.868 2.033 0.04 0.28 0.08
H 3.249 -2.354 0.151 0.29 1.33 -0.31
O 2.643 -3.704 0.532 -0.84 -0.58 0.32
H 3.052 -4.560 0.719 -0.11 0.09 0.06
H 1.936 -0.141 0.060 -0.97 -0.53 -0.12
O 3.458 -1.382 -0.060 -0.10 -0.32 -1.17
H 3.739 -1.380 -1.011 -0.19 0.02 1.33
C 1.712 -0.432 -3.196 0.06 0.06 0.20
H 1.536 -0.432 -4.280 0.00 0.06 0.28
H 2.565 0.217 -2.962 -0.07 -0.26 -0.11
H 1.909 -1.459 -2.860 0.03 0.29 -0.08
C -0.067 1.863 -2.922 -0.03 0.06 0.05
H 0.788 2.489 -2.664 -0.07 0.09 -0.05
H -0.222 1.879 -4.005 0.03 -0.08 0.13
H -0.953 2.236 -2.407 0.03 0.12 -0.04
C -1.463 -0.791 2.939 0.05 -0.25 -0.37
H -1.676 -1.514 3.743 0.03 0.34 -0.25
H -1.213 0.208 3.334 -0.18 -0.53 -0.07
H -2.314 -0.726 2.242 0.14 0.03 0.41
C 1.425 -1.236 3.045 -0.20 -0.42 -0.10
H 1.437 -0.193 3.398 0.09 -0.40 -0.07
H 1.323 -1.935 3.889 0.19 0.27 -0.17
H 2.323 -1.450 2.448 -0.19 0.08 0.35
O -0.021 1.873 2.096 0.52 -0.70 -0.24
C -0.895 2.298 1.299 -2.77 0.50 -2.93
O -1.347 1.676 0.256 1.43 0.24 2.17
C -1.504 3.666 1.532 0.02 0.76 0.65
C -2.591 4.132 0.743 0.52 -0.11 0.42
C -3.022 5.454 0.872 0.54 -0.11 0.51
C -2.396 6.288 1.820 1.06 -1.99 -0.34
C -1.373 5.822 2.667 -0.76 0.01 -0.67
C -0.943 4.503 2.520 -0.17 0.00 -0.05
N -2.719 7.678 1.825 -1.58 4.20 0.24
O -3.598 8.077 1.025 1.77 -1.17 1.38
O -2.153 8.454 2.629 -0.76 -2.14 -1.51
H -3.075 3.462 0.033 0.20 0.22 0.14
H -3.804 5.863 0.240 0.12 -0.10 0.15
H -0.943 6.515 3.383 0.03 -0.19 -0.06
H -0.166 4.128 3.188 -0.12 0.12 -0.34
```
Positions in Å, forces in eV/Å.

---

Record 6
DFT (ωB97M-V/def2-TZVPD) results for an isolated ion of composition C4H11N2O and charge +1.

Calculated values
Orbital gap, eV: 5.4
Lowest unoccupied orbital energy, eV: -8.83
ΔE to the lowest compared entry with this formula, charge and spin, kJ/mol: 696.4
Highest occupied orbital energy, Ha: -0.523
Spin multiplicity: 1
Charge: +1

XYZ file:
```
18
Properties=species:S:1:pos:R:3:forces:R:3
N -2.516 0.495 0.424 1.76 -1.35 0.55
C -1.584 -0.070 -0.455 -3.23 1.41 -0.39
C -0.104 0.506 0.065 3.21 -0.30 -1.81
N 0.986 -0.237 -0.701 -1.67 0.55 2.68
C 2.175 0.550 -0.420 1.80 -0.17 -1.80
C 1.130 -1.577 -0.202 0.32 -1.18 1.23
O -0.094 0.485 1.309 -0.69 -0.32 0.23
H -0.052 1.517 -0.424 -0.90 0.00 0.17
H -2.103 0.529 1.356 -0.70 -0.05 0.25
H -3.492 0.224 0.346 -0.03 0.68 -0.38
H -1.387 -1.143 -0.352 0.81 0.04 0.26
H -1.940 0.179 -1.456 0.62 -0.35 -0.31
H 2.186 1.470 -1.012 -0.17 0.12 0.22
H 3.052 -0.026 -0.742 -0.25 0.15 -0.17
H 2.393 0.774 0.629 -0.82 0.00 0.30
H 0.249 -2.220 -0.312 -0.14 0.28 -0.51
H 1.281 -1.594 0.892 0.16 0.16 -0.20
H 1.988 -2.108 -0.614 -0.09 0.32 -0.33
```
Positions in Å, forces in eV/Å.